Entry one
Density functional theory data (ωB97M-V with the def2-TZVPD basis set) for an isolated molecule of C5H10NO2P.

Cartesian coordinates (Å):
C  -2.528  -0.444  -0.167
P  -0.920  -0.785  -1.069
C  0.217  -0.427  0.420
O  -0.270  -1.117  1.508
C  0.290  1.132  0.638
C  1.128  1.590  -0.545
N  2.100  0.415  -0.656
C  1.642  -0.741  -0.078
O  2.143  -1.866  -0.123
H  -2.380  0.507  0.271
H  -2.622  -1.113  0.583
H  -3.286  -0.320  -0.883
H  -1.081  -2.235  -0.734
H  0.247  -2.022  1.644
H  0.779  1.513  1.474
H  -0.745  1.639  0.763
H  0.562  1.485  -1.427
H  1.830  2.447  -0.445
H  2.894  0.343  -1.174

As for the SMILES: CP[C@]1(O)CCNC1=O. Its HOMO energy is -0.331 hartree. The value obtained for the HOMO-LUMO gap is 9.82 eV.


Entry two
Density functional theory data (ωB97M-V with the def2-TZVPD basis set) for an isolated molecule of C5H10NO2P.

Cartesian coordinates (Å):
C  -0.636  1.070  1.614
N  0.026  0.746  0.370
C  0.944  1.755  -0.123
C  1.137  1.475  -1.573
C  0.350  0.538  -2.080
P  -0.815  -0.132  -0.847
O  -0.083  -1.648  -0.727
C  -0.231  -2.489  0.378
O  -1.540  -2.890  0.645
H  -1.322  0.266  1.875
H  0.109  1.163  2.410
H  -1.200  2.010  1.561
H  1.897  1.703  0.424
H  0.538  2.769  0.024
H  1.882  2.033  -2.123
H  0.338  0.231  -3.112
H  0.124  -2.001  1.294
H  0.410  -3.357  0.154
H  -1.926  -3.240  -0.167

As for the SMILES: CN1CC=CP1OCO. Its HOMO energy is -0.307 hartree. The value obtained for the HOMO-LUMO gap is 9.31 eV.


Quick one: least stable of them? entry one


Entry one
Density functional theory data (ωB97M-V with the def2-TZVPD basis set) for a cluster of 12 separate species, H22NO14 in total.

Cartesian coordinates (Å):
N  -0.023  -0.168  0.521
O  0.899  0.695  0.722
O  -0.337  -1.030  1.317
O  -0.782  -0.086  -0.516
O  -2.174  -2.537  -1.927
H  -1.503  -1.940  -1.597
H  -2.885  -1.964  -2.214
O  2.995  2.603  0.740
H  3.127  2.787  1.670
H  2.217  2.046  0.713
O  -2.214  1.590  1.904
H  -1.353  1.744  1.514
H  -2.058  1.622  2.848
O  -3.318  -0.042  -2.209
H  -2.906  0.487  -1.526
H  -4.197  -0.223  -1.874
O  -1.044  -3.864  0.277
H  -0.414  -4.336  0.822
H  -1.133  -3.009  0.699
O  0.659  -0.948  -3.165
H  0.108  -0.173  -3.278
H  1.430  -0.627  -2.696
O  -0.676  2.949  -0.044
H  -0.535  3.458  -0.842
H  0.074  2.355  -0.003
O  3.095  -0.423  -1.397
H  2.403  0.206  -1.191
H  3.564  -0.543  -0.571
O  0.792  -0.293  3.941
H  0.104  -0.209  4.601
H  0.326  -0.512  3.134
O  -0.290  1.496  -3.067
H  -1.132  1.811  -3.396
H  -0.477  1.192  -2.179
O  2.913  -1.523  2.776
H  2.388  -1.361  1.993
H  2.360  -1.230  3.501

Its HOMO energy is -0.259 hartree. Its net charge is -1. The value obtained for the HOMO-LUMO gap is 9.66 eV.


Entry two
Density functional theory data (ωB97M-V with the def2-TZVPD basis set) for a cluster of 12 separate species, H22NO14 in total.

Cartesian coordinates (Å):
N  0.364  1.521  0.542
O  0.391  1.135  -0.685
O  -0.611  2.219  0.844
O  1.330  1.184  1.271
O  1.660  -1.835  1.462
H  0.863  -2.027  1.995
H  1.680  -0.836  1.490
O  1.722  1.775  -4.218
H  2.175  1.036  -3.716
H  1.369  2.289  -3.492
O  -1.900  0.758  3.496
H  -1.195  1.066  4.086
H  -1.826  1.275  2.713
O  0.739  3.997  -2.007
H  0.499  3.395  -1.356
H  -0.148  4.155  -2.332
O  -1.350  -1.977  -1.703
H  -1.864  -1.253  -2.089
H  -0.432  -1.741  -1.710
O  1.997  -2.120  -4.186
H  1.869  -1.872  -3.230
H  1.225  -1.822  -4.618
O  -2.221  -1.997  0.790
H  -2.627  -1.148  0.751
H  -1.710  -2.001  -0.019
O  -0.762  -2.240  3.125
H  -1.129  -1.499  3.708
H  -1.279  -2.124  2.218
O  1.418  0.591  4.277
H  1.542  -0.339  4.020
H  1.375  1.003  3.367
O  -2.793  0.809  -0.701
H  -1.884  0.993  -0.573
H  -3.188  1.438  -0.052
O  1.592  -1.391  -1.529
H  1.213  -0.539  -1.196
H  1.897  -1.878  -0.745

Its HOMO energy is -0.277 hartree. Its net charge is -1. The value obtained for the HOMO-LUMO gap is 10.19 eV.


Quick one: least stable of them? entry one


Entry one
Density functional theory data (ωB97M-V with the def2-TZVPD basis set) for a cluster of 2 separate species, C5H8N2O3 in total.

Cartesian coordinates (Å):
N  -0.028  -1.084  -1.558
C  0.491  -0.579  -0.372
O  1.682  -0.667  -0.094
C  -0.437  0.198  0.525
C  -1.077  1.546  0.263
N  -0.480  2.386  -0.743
C  0.712  2.630  -0.359
O  1.092  2.129  0.823
C  -0.006  1.393  1.324
H  -0.997  -0.943  -1.812
H  0.618  -1.371  -2.282
H  -1.072  -0.471  1.109
H  -2.141  1.679  0.455
H  1.461  3.202  -0.904
H  -0.116  1.449  2.404
O  -0.075  -3.871  0.765
H  -0.337  -3.285  -0.020
H  0.711  -4.342  0.475

As for the SMILES: NC(=O)[C@@H]1[C@@H]2N=CO[C@@H]21.O. Its HOMO energy is -0.355 hartree. The value obtained for the HOMO-LUMO gap is 10.35 eV.


Entry two
Density functional theory data (ωB97M-V with the def2-TZVPD basis set) for an isolated molecule of C5H8N2O3.

Cartesian coordinates (Å):
H  1.455  1.970  0.471
N  2.104  1.190  0.545
C  1.805  0.248  -0.279
O  2.460  -0.854  0.018
C  0.573  0.105  -1.181
O  -0.212  1.273  -1.077
C  -1.091  1.546  -0.073
N  -1.816  0.792  0.627
C  -1.892  -0.648  0.530
C  -0.594  -1.383  0.262
O  -0.083  -1.090  -1.029
H  3.059  -0.359  0.833
H  0.943  0.115  -2.215
H  -1.162  2.633  0.044
H  -2.616  -0.895  -0.263
H  -2.313  -1.035  1.469
H  -0.774  -2.465  0.284
H  0.154  -1.141  1.034

As for the SMILES: [H]/N=C(/O)[C@@H]1OC=NCCO1. Its HOMO energy is -0.364 hartree. The value obtained for the HOMO-LUMO gap is 10.71 eV.


Quick one: least stable of them? entry two